*A*
Density functional theory data (ωB97M-V/def2-TZVPD) for a cluster of 4 separate species, C2H14NO3S2 in total.

- Charge: +1

Element x y z (Å)
N  1.0836  0.1178  -0.5232
C  0.6911  -1.2610  -0.1752
C  -0.8349  -1.4176  -0.0998
S  -1.1539  -2.9449  0.8433
S  -3.0305  -2.8740  1.5811
H  0.5723  0.8261  0.0201
H  0.8906  0.3116  -1.5104
H  2.0592  0.2260  -0.2897
H  1.1175  -1.6040  0.7568
H  1.1022  -1.9906  -0.8735
H  -1.2862  -0.5638  0.4080
H  -1.2171  -1.4941  -1.1150
H  -2.7929  -2.4462  2.8360
H  -0.4365  1.1668  -3.7950
H  -0.2139  2.1011  -2.5817
O  -0.2093  1.1775  -2.8566
H  0.9075  0.5188  2.2379
H  2.1256  0.5690  3.0273
O  1.8426  0.7469  2.1189
H  -1.1005  2.6362  0.1901
H  0.0285  3.5494  -0.2505
O  -0.1448  2.6489  0.0511


*B*
Density functional theory data (ωB97M-V/def2-TZVPD) for a cluster of 4 separate species, C2H14NO3S2 in total.

- Charge: +1

Element x y z (Å)
N  0.4959  -0.7684  -1.0795
C  0.4615  0.7267  -1.0351
C  1.7709  1.3022  -0.5502
S  2.3346  0.7157  1.0784
S  0.7742  1.1297  2.3051
H  -0.4569  -1.1153  -1.2228
H  0.8186  -1.1269  -0.1730
H  1.1012  -1.2120  -1.7757
H  -0.3644  0.9957  -0.3762
H  0.2657  1.1367  -2.0146
H  2.6241  1.0882  -1.1951
H  1.6685  2.3836  -0.5054
H  1.0539  2.4180  2.5693
H  -2.8564  -1.5531  -2.0454
H  -3.4327  -1.3534  -0.6465
O  -2.6060  -1.5650  -1.1142
H  -4.5512  0.7543  0.5095
H  -5.8103  0.1019  -0.3224
O  -4.8838  0.3748  -0.3157
H  -1.4932  -3.1499  -1.8084
H  -0.3365  -3.4629  -2.9082
O  -0.5890  -2.9899  -2.1065


What should be chosen as the most stable of them? Choose *B*.


*A*
Density functional theory data (ωB97M-V/def2-TZVPD) for the ion C4H9N2O2 with charge -2.

- Spin multiplicity: 2
- Charge: -2
- ⟨S²⟩: 0.7508

Element x y z (Å)
C  -0.4146  0.1766  -0.9311
C  1.0040  -0.3424  -1.0082
C  1.2271  -1.7421  -0.5002
N  2.2674  -2.4251  -1.2811
N  -0.9481  0.1177  0.4126
C  -1.2543  1.4038  1.1037
O  -0.6386  2.4237  0.7000
O  -2.0408  1.2848  2.0567
H  -0.4007  1.2446  -1.2168
H  -1.0021  -0.3948  -1.6737
H  1.4394  -0.2074  -2.0215
H  1.7087  0.4803  -0.7276
H  1.6790  -1.7790  0.4931
H  0.3094  -2.3516  -0.6249
H  2.1119  -2.5626  -2.2744
H  2.5600  -3.3204  -0.8853
H  -0.5234  -0.5676  1.0074


*B*
Density functional theory data (ωB97M-V/def2-TZVPD) for a structure of composition C4H9N2O2.

- Spin multiplicity: 2
- Charge: -2
- ⟨S²⟩: 0.7549

Element x y z (Å)
O  -1.5483  -2.6482  0.5275
C  -0.9810  -2.1059  -0.4246
N  -0.5847  -0.8103  -0.5152
C  -0.1215  -0.1221  0.6959
C  -0.4544  -2.8624  -1.6004
N  0.3467  -2.2937  -2.4488
C  0.9165  3.4861  1.3019
O  0.6536  2.3970  2.0028
H  0.1201  -0.7759  -1.2505
H  -1.0602  0.0916  1.1979
H  0.3701  0.8118  0.5561
H  0.4318  -0.7777  1.3483
H  -0.7098  -3.8706  -1.9862
H  -0.7336  -2.0003  -2.5943
H  0.0769  4.0226  0.7652
H  1.5604  4.2551  1.9589
H  1.7173  3.2028  0.4656


What should be chosen as the most stable of them? Choose *A*.